(1)
Below is the molecule C5H8O, with properties calculated with ωB97M-V with the def2-TZVPD basis set.

CARTESIAN COORDINATES (ANGSTROEM)
C  1.48434  0.53955  -1.09937
C  0.79686  -0.77296  -0.83421
C  -0.05200  -1.04451  0.15959
C  -0.54735  -0.06453  1.19461
C  -1.84842  0.53269  0.69963
O  -2.93946  0.23868  1.12137
H  0.88351  1.18527  -1.75210
H  1.68413  1.09611  -0.17755
H  2.44014  0.37933  -1.60670
H  1.03021  -1.58040  -1.52651
H  -0.48073  -2.04308  0.22185
H  0.17577  0.74599  1.34719
H  -0.73534  -0.56101  2.15077
H  -1.73573  1.25390  -0.13973

Atoms 1-3, force components in eV/Å:
0.0294 0.0515 0.0174
-0.1106 -0.0635 0.1643
0.1541 0.0151 -0.2318

## Properties
* total charge: 0
* HOMO level: -0.346 Eh
* DFT total energy: -270.51867 hartree
* SMILES string: C/C=C\CC=O



(2)
Below is a 8-piece molecular cluster, C24H44N4O16 overall in a non-equilibrium geometry, with properties calculated with ωB97M-V with the def2-TZVPD basis set.

CARTESIAN COORDINATES (ANGSTROEM)
O  3.28075  -2.45794  1.43067
C  2.34599  -3.04460  0.93056
O  2.03829  -3.03037  -0.28694
C  1.03542  -3.91334  -0.55400
C  0.49199  -4.27250  0.78779
O  1.50025  -3.76682  1.58375
H  0.40600  -3.50371  -1.34403
H  1.38626  -4.86747  -0.94725
H  0.46249  -5.33796  1.01588
H  -0.43807  -3.75037  1.01244
O  -3.82817  -1.81797  6.73770
C  -2.96566  -1.90901  5.86737
O  -2.94197  -1.13981  4.75713
C  -1.80118  -1.47654  3.93301
C  -0.99369  -2.30104  4.86611
O  -1.82909  -2.63727  5.96335
H  -2.03415  -2.03875  3.02872
H  -1.02182  -0.77379  3.63832
H  -0.03673  -1.85573  5.13819
H  -0.78165  -3.24114  4.35684
O  -0.57319  -1.62147  -4.90637
C  0.58773  -1.37518  -4.59012
O  1.44968  -2.27801  -4.03649
C  2.68786  -1.64569  -3.68746
C  2.50710  -0.22160  -4.27525
O  1.15179  -0.13822  -4.72734
H  2.78019  -1.72589  -2.60434
H  3.60874  -2.03777  -4.11916
H  3.25168  -0.04785  -5.05211
H  2.61531  0.63561  -3.61072
O  -3.84559  -2.61630  0.52215
C  -3.56718  -3.56837  1.28033
O  -3.71197  -3.63446  2.62903
C  -3.32907  -4.92988  3.05716
C  -2.65942  -5.46812  1.85877
O  -3.10877  -4.65466  0.87409
H  -2.52345  -4.82796  3.78426
H  -4.24815  -5.44588  3.33490
H  -2.60328  -6.52242  1.58785
H  -1.62599  -5.16804  2.03221
C  -6.43811  3.18083  2.43119
N  -5.19496  2.63700  2.89395
C  -4.07747  2.53397  2.21739
C  -2.88050  1.69921  2.67250
O  -3.94691  3.05822  1.08507
H  -7.16973  2.47584  2.82594
H  -6.66657  3.28164  1.37018
H  -6.68344  4.21602  2.66847
H  -5.26476  2.06330  3.72226
H  -2.03363  2.35615  2.87089
H  -2.70410  1.04985  1.81500
H  -3.09657  1.16605  3.59832
C  0.90995  1.29123  -1.27972
N  0.75796  0.20395  -0.30701
C  -0.42709  -0.34843  0.04588
C  -1.67399  0.07874  -0.74568
O  -0.48722  -1.14169  0.96441
H  0.45050  2.21099  -0.91772
H  0.49563  1.08584  -2.26677
H  1.96325  1.56519  -1.33972
H  1.52537  -0.17977  0.22586
H  -1.62377  1.11385  -1.08350
H  -2.46895  -0.32646  -0.11963
H  -1.65034  -0.45060  -1.69823
C  7.89103  1.13391  -2.72364
N  7.15206  2.14778  -2.07306
C  5.90346  2.46346  -2.45297
C  5.13857  3.54046  -1.72276
O  5.32457  1.89800  -3.37151
H  7.30766  0.21449  -2.77316
H  8.75432  0.86535  -2.11479
H  8.30485  1.48440  -3.66916
H  7.44385  2.75031  -1.31681
H  4.56116  2.87048  -1.08572
H  4.58921  4.06663  -2.50343
H  5.72981  4.25446  -1.14939
C  -1.26457  4.61279  -0.53788
N  -0.31247  4.63610  -1.61070
C  -0.34870  3.95430  -2.74263
C  0.77049  4.12647  -3.69369
O  -1.15816  3.14132  -2.91517
H  -1.06549  3.62702  -0.11749
H  -2.30091  4.68226  -0.86842
H  -0.94950  5.41833  0.12541
H  0.53409  5.18550  -1.57064
H  0.66689  5.03293  -4.29010
H  0.82077  3.36511  -4.47209
H  1.77329  4.13576  -3.26661

Atoms 1-3, force components in eV/Å:
-0.6360 -0.3359 -0.3893
3.0539 1.9265 3.4707
1.0253 1.5271 -4.5857

## Properties
* total charge: 0
* HOMO level: -0.335 Eh
* DFT total energy: -2363.73103 hartree
* SMILES string: O=C1OCCO1.O=C1OCCO1.O=C1OCCO1.O=C1OCCO1.CNC(C)=O.CNC(C)=O.CNC(C)=O.CNC(C)=O



(3)
Below is the molecule C8H19FN2O3S, with properties calculated with ωB97M-V with the def2-TZVPD basis set.

CARTESIAN COORDINATES (ANGSTROEM)
C  -0.61367  1.49922  3.61444
C  -1.10084  0.06090  3.38776
C  -0.87189  -0.42243  1.97124
O  0.53703  -0.30038  1.72372
N  0.83918  -0.72059  0.40909
C  1.89980  0.15807  -0.12651
C  1.78265  0.35725  -1.63463
C  0.69117  1.36379  -2.07066
C  -0.42074  0.84769  -3.00230
C  -1.68737  0.31960  -2.31167
N  -1.86173  -1.12718  -2.45254
S  1.13255  -2.38129  0.45627
O  1.27760  -2.83910  1.78633
O  0.31229  -3.03621  -0.49338
F  2.57682  -2.42302  -0.18840
H  -0.50945  2.02861  2.66384
H  -1.30633  2.06691  4.23660
H  0.36201  1.52357  4.09979
H  -2.17401  -0.01801  3.58153
H  -0.60654  -0.62809  4.07585
H  -1.17272  -1.47045  1.86031
H  -1.41604  0.18237  1.23787
H  2.88776  -0.20673  0.16214
H  1.73776  1.09190  0.41194
H  2.76305  0.69437  -1.97996
H  1.62355  -0.61655  -2.10966
H  0.22318  1.78716  -1.17441
H  1.19324  2.20216  -2.55880
H  -0.01341  0.05291  -3.63942
H  -0.69356  1.65080  -3.69003
H  -1.66424  0.60625  -1.25206
H  -2.55663  0.82348  -2.74687
H  -2.19114  -1.54892  -1.59521
H  -0.97935  -1.57807  -2.65224

Atoms 1-3, force components in eV/Å:
0.0034 0.0322 -0.0346
-0.0489 0.0395 -0.0188
0.0917 -0.0487 0.0200

## Properties
* total charge: 0
* HOMO level: -0.332 Eh
* DFT total energy: -1149.41316 hartree
* SMILES string: CCCON(CCCCCN)S(=O)(=O)F



(4)
Below is a 6-piece molecular cluster, C2H16O5 overall in a non-equilibrium geometry, with properties calculated with ωB97M-V with the def2-TZVPD basis set.

CARTESIAN COORDINATES (ANGSTROEM)
C  -0.65801  1.42747  2.97275
C  -0.63720  0.74906  1.56706
H  0.39090  1.68975  3.14811
H  -0.96433  0.76526  3.77887
H  -1.24404  2.34187  2.92814
H  -0.29364  -0.27789  1.73638
H  -1.65138  0.76902  1.18505
H  0.03360  1.23169  0.87885
H  2.70560  1.78854  3.48841
H  2.10335  3.05634  3.04772
O  2.71772  2.72131  3.72744
H  -2.33943  -1.94652  -0.64528
H  -0.97196  -2.06296  -1.24062
O  -1.42689  -2.13386  -0.38227
H  0.06927  0.98615  -2.03865
H  -0.74335  2.11078  -2.58954
O  -0.82492  1.14133  -2.43319
H  0.83961  -2.84674  -0.25102
H  0.91017  -2.50696  -1.84167
O  1.27432  -2.36893  -0.96382
H  0.16307  -1.30259  -4.47926
H  -0.81634  -0.55456  -3.54814
O  -0.47871  -1.44787  -3.78634

Atoms 1-3, force components in eV/Å:
1.1501 0.0560 -1.3033
-0.5882 -0.3986 1.7829
-0.2670 0.1893 0.5162

## Properties
* total charge: -1
* HOMO level (alpha / beta): 0.021 / -0.275 Eh
* DFT total energy: -461.94533 hartree
* expectation value of S²: 0.7504
* 2S+1: 2



(5)
Below is C2H2Br3NO2 as an isolated structure in a non-equilibrium geometry, with properties calculated with ωB97M-V with the def2-TZVPD basis set.

CARTESIAN COORDINATES (ANGSTROEM)
C  -0.96736  -0.18147  -0.47575
C  1.10677  -0.66168  0.86294
N  -0.69963  1.11705  -0.77177
O  0.22390  1.38695  -1.58410
O  -1.25870  2.01938  -0.09144
Br  -2.28909  -0.59231  0.80233
Br  1.78896  1.04395  0.79038
Br  2.21787  -1.97175  0.05945
H  -0.61890  -1.08248  -1.20170
H  0.49617  -1.07764  1.60967

Atoms 1-3, force components in eV/Å:
-1.4105 -3.4884 -1.8633
2.4801 -0.6275 -0.8606
0.8486 3.3536 0.1317

## Properties
* total charge: 0
* HOMO level (alpha / beta): -0.298 / -0.382 Eh
* DFT total energy: -8004.41537 hartree
* expectation value of S²: 2.0141
* 2S+1: 3



(6)
Below is C12H31O11OsP4S4 as an isolated structure in a non-equilibrium geometry, with properties calculated with ωB97M-V with the def2-TZVPD basis set.

CARTESIAN COORDINATES (ANGSTROEM)
Os  0.03793  -0.93846  0.17525
C  3.69273  -4.38214  -0.30839
C  2.74864  -3.49712  0.47495
O  2.86309  -3.79676  1.87362
P  3.18900  -1.70366  0.45243
O  3.63569  -1.18542  -0.96592
O  4.51428  -1.58989  1.28966
O  2.03958  -0.94676  1.00660
P  0.97528  -3.72207  -0.04216
O  1.01336  -2.66129  -1.30831
O  0.59488  -5.09011  -0.38248
O  0.20411  -2.92413  1.01184
H  4.70520  -4.29499  0.08854
H  3.70397  -4.09301  -1.35965
H  3.36233  -5.41693  -0.22939
H  2.00633  -3.60114  2.28393
H  2.97131  -0.56745  -1.31963
H  4.41889  -1.98587  2.16672
H  0.47117  -2.92868  -2.06146
C  -5.70197  -1.70148  -0.41689
C  -5.39796  -1.15162  0.95897
O  -4.20207  -0.33357  0.94260
P  -2.73653  -0.92682  0.97106
S  -1.32891  0.44598  1.44634
S  -2.00730  -1.55014  -0.82993
O  -2.84907  -2.11026  2.02137
C  -1.97321  -2.33529  3.14840
C  -2.57048  -1.72125  4.39276
H  -6.64943  -2.24112  -0.38999
H  -4.92871  -2.39594  -0.74579
H  -5.78357  -0.89477  -1.14370
H  -5.27074  -1.94571  1.69418
H  -6.18402  -0.48301  1.30506
H  -0.99041  -1.92115  2.92440
H  -1.88054  -3.41722  3.21995
H  -2.67335  -0.64182  4.27683
H  -1.91402  -1.90790  5.24368
H  -3.54737  -2.15154  4.61099
C  1.63380  2.96306  -3.78129
C  2.36173  3.54248  -2.58130
C  3.71574  2.89833  -2.35723
O  1.49807  3.50334  -1.42206
P  1.36274  2.40990  -0.26765
S  2.90658  2.11748  0.85804
S  0.63991  0.71829  -1.29222
O  0.14419  2.98465  0.55571
C  -0.98602  3.78792  0.13200
C  -0.57021  5.24412  0.03335
C  -1.66839  3.27421  -1.12157
H  2.19720  3.19326  -4.68654
H  0.63987  3.39922  -3.87721
H  1.53367  1.88047  -3.70157
H  2.50384  4.61410  -2.74077
H  3.62818  1.81582  -2.25478
H  4.19475  3.28443  -1.46061
H  4.34931  3.10875  -3.21941
H  -1.67613  3.67088  0.97130
H  0.01851  5.42162  -0.86582
H  0.02123  5.52710  0.90320
H  -1.45936  5.87476  -0.00091
H  -1.01562  3.35566  -1.98852
H  -2.55465  3.88432  -1.30228
H  -1.97707  2.23631  -1.00823

Atoms 1-3, force components in eV/Å:
0.2921 -0.9168 -1.4240
0.0855 -0.0016 0.0055
-0.0496 0.2717 -0.2208

## Properties
* total charge: 0
* HOMO level (alpha / beta): -0.287 / -0.289 Eh
* DFT total energy: -4352.75283 hartree
* expectation value of S²: 0.7553
* 2S+1: 2